No. 1
The following is a DFT calculation (wB97M-V/def2-TZVPD) of an isolated molecule of C9H9NOS2 in a non-equilibrium geometry.

2S+1: 1
Structure (SMILES): O=S1#S(=N\C2CC2)/c2ccccc21
E: -34683.248 eV
Relative energy (zero: lowest compared OMol25 entry of this formula, charge and spin): 2.618 eV
Total charge: 0

Last column: natural (NBO) charge in e.
Element x y z (Å)
S -0.417 -0.580 0.368  0.727
S 1.538 -2.119 -0.409  0.975
O 1.979 -2.870 0.777  -0.872
N -1.493 0.236 -0.462  -0.661
C -3.587 -0.660 0.684  -0.423
C 2.469 2.290 0.174  -0.190
C 3.391 0.107 -0.308  -0.191
C 2.117 -0.413 -0.195  -0.256
C -3.233 -1.620 -0.402  -0.422
C 1.041 0.408 0.109  -0.209
C 1.194 1.768 0.299  -0.188
C -2.820 -0.169 -0.528  -0.091
C 3.553 1.473 -0.123  -0.195
H 4.229 -0.533 -0.535  0.230
H -4.615 -0.351 0.782  0.221
H -4.014 -1.993 -1.046  0.223
H 0.346 2.385 0.546  0.235
H -2.436 -2.325 -0.215  0.216
H 4.537 1.904 -0.212  0.220
H -3.046 -0.718 1.616  0.220
H 2.631 3.347 0.328  0.221
H -3.365 0.433 -1.248  0.211

Forces on atoms 1 to 3 (eV/Å):
S -0.35 0.77 0.15
S 0.63 0.72 -0.92
O 0.27 -0.64 0.75

***

No. 2
The following is a DFT calculation (wB97M-V/def2-TZVPD) of a structure of composition C4H10N3O in a non-equilibrium geometry.

2S+1: 1
E: -10818.489 eV
Relative energy (zero: lowest compared OMol25 entry of this formula, charge and spin): 2.915 eV
Total charge: +1

Last column: natural (NBO) charge in e.
Element x y z (Å)
O 2.345 0.259 0.709  -0.611
N -0.416 1.722 0.181  -0.012
N -0.008 -0.610 0.208  -0.463
N 0.517 1.681 0.947  -0.143
C -0.744 -1.568 1.013  -0.443
C -0.796 0.426 -0.458  0.007
C -0.299 0.623 -1.933  -0.603
C 1.146 0.435 1.234  0.424
H 2.411 0.824 -0.096  0.504
H -1.892 0.495 -0.391  0.265
H -0.933 0.049 -2.612  0.253
H -1.511 -0.928 1.581  0.224
H -1.312 -2.119 0.214  0.226
H -0.381 -2.331 1.644  0.261
H 1.014 0.063 2.271  0.235
H -0.432 1.644 -2.088  0.253
H 0.553 -1.077 -0.473  0.423
H 0.738 0.413 -1.952  0.199

Forces on atoms 1 to 3 (eV/Å):
O 0.13 0.61 -0.28
N -0.28 0.22 -0.24
N 0.75 0.93 1.64

***

No. 3
The following is a DFT calculation (wB97M-V/def2-TZVPD) of a cluster of 2 separate species, C8H12O4 in total.

2S+1: 1
Structure (SMILES): O[C@H]1[C@H](O)[C@H]1O.Cc1ccoc1
E: -16677.911 eV
Relative energy (zero: lowest compared OMol25 entry of this formula, charge and spin): 3.043 eV
Total charge: 0

Last column: natural (NBO) charge in e.
Element x y z (Å)
O 0.790 0.053 2.183  -0.697
O 1.233 3.669 2.197  -0.694
O -0.420 1.138 0.041  -0.712
O -1.898 -0.543 -1.066  -0.397
C -0.245 -1.941 -1.622  -0.101
C 0.886 -2.607 -2.363  -0.632
C -0.948 -0.850 -1.990  0.064
C 1.093 2.442 1.553  0.020
C 0.377 1.372 2.309  0.064
C -1.791 -1.465 -0.079  0.100
C -0.804 -2.344 -0.364  -0.332
C -0.285 2.009 1.128  0.016
H 1.731 -1.920 -2.505  0.220
H -0.090 1.572 -0.765  0.482
H 1.140 4.366 1.527  0.469
H 0.444 -0.252 1.326  0.492
H -0.492 -3.190 0.244  0.231
H -2.490 -1.350 0.738  0.209
H 1.256 -3.477 -1.802  0.220
H -1.115 2.700 1.278  0.184
H 0.562 -2.952 -3.355  0.221
H -0.907 -0.192 -2.852  0.197
H 1.946 2.109 0.935  0.179
H 0.027 1.655 3.306  0.194

Forces on atoms 1 to 3 (eV/Å):
O -0.14 -0.03 -0.18
O -0.02 0.46 -0.28
O 0.53 0.73 -0.21

***

No. 4
The following is a DFT calculation (wB97M-V/def2-TZVPD) of a structure of composition C13H25NO5Rb in a non-equilibrium geometry.

2S+1: 1
E: -26269.148 eV
Relative energy (zero: lowest compared OMol25 entry of this formula, charge and spin): 1.903 eV
Total charge: -1

Last column: Mulliken charge in e.
Element x y z (Å)
Rb 1.998 -0.264 0.478  0.879
O 6.943 -2.003 2.044  -0.579
O 1.450 -2.902 4.284  -0.478
O -0.467 -0.851 -1.169  -0.787
O 0.849 -2.458 2.173  -0.747
O 1.891 -0.916 3.346  -0.782
N -1.819 -0.247 -1.095  0.357
C -2.779 -2.040 -2.645  -1.764
C 1.433 -2.073 3.231  0.792
C -2.018 0.227 -3.669  -1.596
C 6.566 -0.873 2.321  0.675
C 7.492 0.303 2.300  -1.005
C -1.537 0.922 1.105  -1.292
C -2.611 -0.502 -2.376  1.360
C -4.058 0.013 -2.146  -1.262
C -1.201 2.222 -1.017  -1.679
C -3.457 1.406 -0.239  -1.288
C -1.939 1.013 -0.375  1.440
C 5.096 -0.642 2.507  -0.603
C -4.196 1.372 -1.565  -0.632
H -2.172 1.299 -3.541  0.341
H 4.498 -1.519 2.754  0.286
H 8.422 -0.178 2.601  0.310
H -4.650 -0.757 -1.652  0.415
H 4.995 -0.036 3.407  0.311
H 7.227 1.058 3.040  0.320
H 7.483 0.669 1.273  0.251
H -4.524 0.081 -3.129  0.385
H -1.808 1.789 1.707  0.358
H 4.774 -0.136 1.597  0.000
H -3.818 2.072 -2.310  0.293
H -1.927 0.074 1.667  0.389
H -3.283 -2.472 -1.781  0.432
H -1.585 2.535 -1.987  0.350
H -2.561 -0.152 -4.534  0.418
H -3.996 0.799 0.489  0.425
H -3.555 2.454 0.044  0.424
H 1.918 -2.267 4.832  0.294
H -5.241 1.612 -1.364  0.366
H -3.296 -2.287 -3.572  0.356
H -1.171 3.112 -0.388  0.370
H -1.796 -2.492 -2.777  0.365
H -0.174 1.947 -1.259  0.296
H -0.452 0.923 1.214  -0.045
H -0.941 0.166 -3.822  0.281

Forces on atoms 1 to 3 (eV/Å):
Rb -1.10 -0.70 0.07
O 0.47 0.99 0.40
O 0.62 0.06 0.78

***

- Among the records above, which one has the highest E?
  C4H10N3O